Formula: C5H6O3
Source: OMol25
Level of theory: ωB97M-V with the def2-TZVPD basis set

Values from the calculation:
Frontier orbital gap ... 10.21 eV
E ... -419.71985 hartree
HOMO level ... -9.47 eV
SMILES ... C#C[C@H](O)C(=O)OC
2S+1 ... 1
Energy relative to the best compared isomer or geometry (same formula, charge and spin) ... 75.0 kcal/mol
Maximum force ... 4.72 eV/Å

Cartesian coordinates (Å):
1 C 2.0048 2.1361 -0.6735
2 C 1.8013 1.0163 -0.2356
3 C -0.2530 -0.4713 -0.1449
4 C -2.6350 -0.2987 0.1467
5 C 1.4097 -0.1337 0.5145
6 O -0.2565 -1.2831 -1.0642
7 O 2.2382 -1.3066 0.4238
8 O -1.2444 -0.0089 0.5521
9 H 2.6094 3.0700 -0.8658
10 H -2.9632 0.2746 -0.7075
11 H -3.2856 -0.1137 0.9825
12 H -2.7167 -1.4441 0.0363
13 H 1.1957 0.1754 1.5233
14 H 2.0954 -1.6122 -0.4877

These are the natural (NBO) partial charges, in e, on atoms 1 to 4: number 1, C, carries -0.223; number 2, C, carries -0.069; number 3, C, carries 0.804; number 4, C, carries -0.269



Formula: C28H26F6IN4O9S3TeW
Source: OMol25
Level of theory: ωB97M-V with the def2-TZVPD basis set

Values from the calculation:
Frontier orbital gap (alpha / beta) ... 7.71 / 6.33 eV
E ... -4405.24531 hartree
HOMO level (alpha / beta) ... -9.06 / -9.07 eV
2S+1 ... 2
Expectation value of S² ... 0.76
Energy relative to the best compared isomer or geometry (same formula, charge and spin) ... 93.3 kcal/mol
Maximum force ... 3.96 eV/Å

Cartesian coordinates (Å):
1 W -1.2605 -0.4870 -0.8905
2 O -1.5768 -0.2006 2.2190
3 S -2.7011 0.1024 1.3653
4 O -3.9193 0.5041 1.9603
5 O -2.1685 1.0783 0.2744
6 O -2.8577 -1.0746 0.3534
7 F -1.3324 -1.7590 -6.7773
8 C -1.1560 -1.6194 -5.4711
9 F -2.3439 -1.6683 -4.8771
10 F -0.4278 -2.6714 -5.0387
11 S -0.1488 -0.0360 -5.1163
12 O -0.7601 -0.7460 -2.6139
13 O 0.1534 0.4892 -6.4356
14 N -1.4258 0.8824 -4.5463
15 S -1.8025 0.9512 -3.0822
16 O -0.8424 1.4659 -1.9944
17 O -2.8739 0.2262 -2.2756
18 C -2.7928 2.5176 -3.2540
19 F -1.9812 3.5118 -3.6413
20 F -3.3330 2.8599 -2.0922
21 F -3.7589 2.3788 -4.1557
22 I -5.2713 -4.8963 -3.7097
23 C -3.6356 -3.9374 -2.9168
24 C -2.3100 -4.2425 -3.1318
25 N -1.5941 -3.3551 -2.4228
26 N -2.3820 -2.5016 -1.7682
27 C -3.6260 -2.8238 -2.0619
28 H -1.8373 -5.0012 -3.7302
29 H -0.5951 -3.2212 -2.3850
30 H -4.4460 -2.2556 -1.6556
31 C 0.6969 6.1480 4.1305
32 C 0.7304 4.8889 3.3129
33 C 0.5770 4.9265 1.9334
34 C 0.6279 3.7737 1.1601
35 C 0.4197 3.8526 -0.3266
36 C 0.8280 2.5590 1.8276
37 Te 0.8667 0.8785 0.5696
38 N -0.2317 -1.7576 -0.1983
39 C 0.2396 -2.1788 1.0184
40 O 1.1072 -1.5173 1.6017
41 C -0.3160 -3.4106 1.6108
42 C 0.2026 -3.8479 2.8291
43 C -0.2998 -4.9913 3.4210
44 C -1.3238 -5.6973 2.8015
45 C -1.8512 -5.2559 1.5974
46 C -1.3496 -4.1112 0.9998
47 C 2.8176 0.6225 -0.1290
48 C 2.8468 0.4915 -1.5266
49 C 4.0458 0.2007 -2.1547
50 C 5.1950 0.0575 -1.3931
51 C 5.1552 0.2160 -0.0176
52 C 3.9683 0.5111 0.6501
53 C 3.9453 0.6908 2.1336
54 C 0.9761 2.4648 3.2132
55 C 1.1333 1.1759 3.9657
56 C 0.9209 3.6574 3.9295
57 H 0.2622 6.9744 3.5706
58 H 1.7062 6.4391 4.4277
59 H 0.1155 6.0055 5.0412
60 H 0.4068 5.8750 1.4376
61 H 0.5366 4.8795 -0.6661
62 H -0.5812 3.5057 -0.6028
63 H 1.1280 3.2405 -0.8977
64 H 0.9959 -3.2833 3.2993
65 H 0.0983 -5.3311 4.3674
66 H -1.7156 -6.5928 3.2664
67 H -2.6588 -5.7984 1.1248
68 H -1.7808 -3.7442 0.0819
69 H 1.9404 0.6079 -2.1174
70 H 4.0777 0.0916 -3.2303
71 H 6.1377 -0.1718 -1.8726
72 H 6.0652 0.1154 0.5605
73 H 4.9519 0.8519 2.5164
74 H 3.5253 -0.1928 2.6188
75 H 3.3491 1.5578 2.4273
76 H 0.6440 0.3355 3.4777
77 H 0.6789 1.2842 4.9498
78 H 2.1829 0.9192 4.1221
79 H 1.0127 3.6130 5.0087

These are the Mulliken partial charges, in e, on atoms 1 to 4: number 1, W, carries 1.981; number 2, O, carries -0.414; number 3, S, carries 0.988; number 4, O, carries -0.664



Formula: C9H12INO
Source: OMol25
Level of theory: ωB97M-V with the def2-TZVPD basis set

Values from the calculation:
Frontier orbital gap ... 7.06 eV
E ... -777.69710 hartree
HOMO level ... -7.01 eV
2S+1 ... 1
Energy relative to the best compared isomer or geometry (same formula, charge and spin) ... 40.8 kcal/mol
Maximum force ... 3.23 eV/Å

Cartesian coordinates (Å):
1 C 0.9152 -1.5464 -0.4405
2 C -0.4616 -1.4801 -0.2651
3 C 1.0621 0.7815 0.0473
4 C 1.7019 -0.4048 -0.2987
5 C -0.9408 -0.2361 0.0617
6 C 4.0133 0.0592 0.6258
7 C -3.6899 1.5632 -0.2059
8 C 3.1835 -0.4518 -0.5507
9 C -3.6141 0.1079 0.1011
10 N -0.2539 0.8415 0.2231
11 O -3.9899 -0.3136 1.3361
12 I -4.2340 -1.2544 -1.3890
13 H 1.3742 -2.4907 -0.7032
14 H -1.1000 -2.3402 -0.3872
15 H 1.6055 1.7096 0.1798
16 H 3.7855 -0.5062 1.5270
17 H 3.8186 1.1117 0.8218
18 H 5.0731 -0.0538 0.4061
19 H -4.7204 1.9373 -0.1297
20 H -3.3212 1.7595 -1.2105
21 H -3.0677 2.1146 0.5045
22 H 3.4733 -1.4840 -0.7692
23 H 3.4091 0.1464 -1.4388
24 H -4.0217 0.4297 1.9542

These are the natural (NBO) partial charges, in e, on atoms 1 to 4: number 1, C, carries -0.152; number 2, C, carries -0.327; number 3, C, carries 0.035; number 4, C, carries -0.082



Formula: C15H18N4O6
Source: OMol25
Level of theory: ωB97M-V with the def2-TZVPD basis set

Values from the calculation:
Frontier orbital gap ... 8.41 eV
E ... -1252.93595 hartree
HOMO level ... -9.13 eV
SMILES ... O=C(O)c1nc(=O)[nH]c2ccccc12.CNC(=O)[C@H](CO)NC(C)=O
2S+1 ... 1
Energy relative to the best compared isomer or geometry (same formula, charge and spin) ... 0.0 kcal/mol
Maximum force ... 3.13 eV/Å

Cartesian coordinates (Å):
1 O -1.0918 0.5235 -1.9779
2 O 3.0800 -0.1720 1.4313
3 O -1.6759 1.2725 1.7324
4 O -3.6005 -2.4961 0.3367
5 N 1.4002 0.5097 0.1054
6 O -0.8617 2.4341 -0.7692
7 O 0.2890 -3.2055 1.6376
8 C -0.3917 1.2775 -1.3115
9 C 2.7192 0.2002 0.3300
10 C -0.9129 0.5202 2.3252
11 C -3.0257 -1.5647 0.8975
12 C 1.0413 0.9256 -1.0935
13 C 2.6952 1.6908 -4.4472
14 C 4.0264 1.3813 -4.1532
15 C 1.7030 1.5438 -3.4713
16 C 4.3641 0.9210 -2.8776
17 C 2.0405 1.0828 -2.1843
18 C 3.3741 0.7740 -1.9050
19 N 3.6798 0.3242 -0.6358
20 N -3.7191 -0.5344 1.3927
21 N -0.8726 -0.7985 2.1404
22 C 0.0379 1.0750 3.3597
23 C -5.1707 -0.3849 1.3124
24 C -1.0863 -3.0858 1.3126
25 C -1.4896 -1.6194 1.0766
26 H -1.8284 2.3945 -0.8361
27 H 0.5380 -4.1326 1.5880
28 H 2.4295 2.0458 -5.4386
29 H 4.7943 1.4958 -4.9137
30 H 0.6764 1.7917 -3.7327
31 H 5.3971 0.6798 -2.6481
32 H 4.6275 0.0852 -0.3722
33 H -3.1796 0.2312 1.7805
34 H -0.1639 -1.2924 2.6650
35 H -0.2356 0.6983 4.3431
36 H 1.0530 0.7630 3.1143
37 H -0.0169 2.1624 3.3481
38 H -5.4703 0.5850 1.7117
39 H -5.4906 -0.4589 0.2715
40 H -5.6552 -1.1783 1.8838
41 H -1.2932 -3.6640 0.4104
42 H -1.6780 -3.4960 2.1329
43 H -1.0563 -1.3053 0.1280

These are the natural (NBO) partial charges, in e, on atoms 1 to 4: number 1, O, carries -0.561; number 2, O, carries -0.605; number 3, O, carries -0.691; number 4, O, carries -0.654



Formula: C3H8N3O
Source: OMol25
Level of theory: ωB97M-V with the def2-TZVPD basis set

Values from the calculation:
Frontier orbital gap ... 8.66 eV
E ... -358.21124 hartree
Total charge ... +1
HOMO level ... -14.46 eV
SMILES ... [H]/N=[N+]1/CCNCO1
2S+1 ... 1
Energy relative to the best compared isomer or geometry (same formula, charge and spin) ... 116.2 kcal/mol
Maximum force ... 5.44 eV/Å

Cartesian coordinates (Å):
1 C 0.2560 0.1177 -1.3513
2 C -0.3668 -1.0815 -0.4803
3 C 0.1088 1.4133 0.6279
4 N -0.2240 1.3470 -0.7280
5 N 0.3297 -1.8696 1.5112
6 N -0.0364 -0.8828 0.9077
7 O -0.2750 0.3223 1.4298
8 H 1.3007 0.2245 -1.2736
9 H 0.0322 -0.1562 -2.4115
10 H -1.3829 -0.9542 -0.5784
11 H 0.0049 -2.0885 -0.8899
12 H 1.1727 1.5341 0.5415
13 H -0.1990 2.3383 1.1616
14 H -1.2316 1.5347 -0.8879
15 H 0.5108 -1.7992 2.4212

These are the natural (NBO) partial charges, in e, on atoms 1 to 4: number 1, C, carries -0.226; number 2, C, carries -0.295; number 3, C, carries 0.021; number 4, N, carries -0.600



Formula: C4H10O2
Source: OMol25
Level of theory: ωB97M-V with the def2-TZVPD basis set

Values from the calculation:
Frontier orbital gap (alpha / beta) ... 7.93 / 4.35 eV
E ... -308.44215 hartree
Total charge ... +1
HOMO level (alpha / beta) ... -13.44 / -13.44 eV
2S+1 ... 2
Expectation value of S² ... 0.78
Energy relative to the best compared isomer or geometry (same formula, charge and spin) ... 87.0 kcal/mol
Maximum force ... 6.93 eV/Å

Cartesian coordinates (Å):
1 C 0.1938 -0.0883 0.3687
2 C 0.7991 0.7983 -0.3890
3 C 1.9798 1.6325 0.2070
4 C 2.6348 2.4574 -0.6375
5 H 0.5112 -0.1889 1.4259
6 H -0.2679 -0.8945 -0.0464
7 H 0.3659 1.2252 -1.3801
8 H 2.5225 1.4084 1.1221
9 H 3.4293 3.1421 -0.3555
10 H 2.2337 2.6482 -1.5805
11 H -6.7254 -0.1407 2.3384
12 H -5.6392 0.2099 1.3535
13 O -5.9245 0.5334 2.2636
14 H 1.0746 -3.4168 -1.6626
15 H 2.2271 -3.6580 -2.4483
16 O 1.7523 -4.1752 -1.7714

These are the natural (NBO) partial charges, in e, on atoms 1 to 4: number 1, C, carries -0.087; number 2, C, carries -0.129; number 3, C, carries -0.137; number 4, C, carries -0.070



Formula: C56H55NP4PtS2
Source: OMol25
Level of theory: ωB97M-V with the def2-TZVPD basis set

Values from the calculation:
Frontier orbital gap (alpha / beta) ... 5.82 / 7.33 eV
E ... -4502.65777 hartree
Total charge ... +1
HOMO level (alpha / beta) ... -8.59 / -10.33 eV
2S+1 ... 2
Expectation value of S² ... 0.76
Energy relative to the best compared isomer or geometry (same formula, charge and spin) ... 7.7 kcal/mol
Maximum force ... 0.50 eV/Å

Cartesian coordinates (Å):
1 Pt -0.8384 0.6855 -1.2124
2 C 0.9043 -2.6980 6.3549
3 S -0.8939 -2.8226 6.4155
4 C -1.3327 -1.3476 5.4721
5 C -1.0349 -1.4582 3.9824
6 C -1.5179 -0.2175 3.2488
7 N -1.2956 -0.2172 1.7903
8 P -2.4279 -0.7265 0.5966
9 C -2.1971 -2.4719 0.1459
10 C -1.7301 -3.4932 0.9683
11 C -1.7768 -4.8129 0.5424
12 C -2.3168 -5.1250 -0.6975
13 C -2.7731 -4.1123 -1.5292
14 C -2.6913 -2.7907 -1.1190
15 C -4.0531 -0.7829 1.4105
16 C -4.3777 -1.6928 2.4185
17 C -5.6629 -1.7346 2.9307
18 C -6.6401 -0.8806 2.4312
19 C -6.3284 0.0223 1.4278
20 C -5.0362 0.0735 0.9210
21 P -0.4908 1.1101 1.0690
22 C -1.4327 2.5898 1.5743
23 C -2.3255 3.1617 0.6688
24 C -3.1505 4.2079 1.0536
25 C -3.0876 4.7037 2.3462
26 C -2.1894 4.1570 3.2533
27 C -1.3672 3.1095 2.8708
28 C 1.0855 1.2239 1.9473
29 C 1.6859 2.4456 2.2468
30 C 2.9408 2.4800 2.8356
31 C 3.6024 1.2984 3.1372
32 C 3.0116 0.0778 2.8409
33 C 1.7620 0.0407 2.2431
34 H 1.2981 -3.4212 7.0662
35 H 1.2264 -1.7022 6.6597
36 H 1.3007 -2.9312 5.3678
37 H -0.8186 -0.4869 5.9088
38 H -2.4026 -1.2005 5.6368
39 H -1.5199 -2.3559 3.6006
40 H 0.0389 -1.5817 3.8275
41 H -0.9919 0.6456 3.6569
42 H -2.5790 -0.0539 3.4579
43 H -1.3202 -3.2690 1.9422
44 H -1.4097 -5.5992 1.1892
45 H -2.3690 -6.1566 -1.0210
46 H -3.1778 -4.3494 -2.5045
47 H -3.0387 -2.0008 -1.7765
48 H -3.6332 -2.3842 2.7948
49 H -5.9075 -2.4400 3.7140
50 H -7.6476 -0.9281 2.8229
51 H -7.0882 0.6866 1.0379
52 H -4.7867 0.7853 0.1421
53 H -2.3705 2.7876 -0.3464
54 H -3.8342 4.6412 0.3352
55 H -3.7296 5.5212 2.6475
56 H -2.1271 4.5479 4.2603
57 H -0.6507 2.7228 3.5840
58 H 1.1701 3.3722 2.0345
59 H 3.3996 3.4326 3.0659
60 H 4.5776 1.3292 3.6053
61 H 3.5275 -0.8460 3.0701
62 H 1.3070 -0.9084 1.9869
63 C 0.4807 0.7155 -4.7087
64 C 1.1455 1.8644 -3.9590
65 P 0.9036 2.0268 -2.1363
66 C 0.1916 3.7045 -1.9740
67 C 0.5018 4.4660 -0.8480
68 C -0.0722 5.7113 -0.6525
69 C -0.9804 6.2095 -1.5755
70 C -1.3080 5.4556 -2.6921
71 C -0.7259 4.2107 -2.8914
72 C 2.5792 2.2709 -1.4726
73 C 3.3128 3.3959 -1.8619
74 C 4.6195 3.5543 -1.4365
75 C 5.2049 2.5977 -0.6134
76 C 4.4781 1.4897 -0.2123
77 C 3.1664 1.3251 -0.6420
78 C 0.9906 -0.7113 -4.5490
79 P 0.7316 -1.6871 -3.0028
80 C 0.9846 -3.3792 -3.6817
81 C 0.4152 -4.4283 -2.9691
82 C 0.6086 -5.7462 -3.3608
83 C 1.3769 -6.0303 -4.4783
84 C 1.9554 -4.9911 -5.1956
85 C 1.7635 -3.6767 -4.7999
86 C 2.3100 -1.5791 -2.0941
87 C 2.2544 -1.8784 -0.7332
88 C 3.4194 -2.1204 -0.0167
89 C 4.6526 -2.0327 -0.6437
90 C 4.7196 -1.7112 -1.9950
91 C 3.5544 -1.5062 -2.7151
92 H 0.6159 0.9457 -5.7701
93 H -0.5976 0.7445 -4.5392
94 H 0.7549 2.7896 -4.3830
95 H 2.2240 1.8813 -4.1377
96 H 1.2269 4.0935 -0.1377
97 H 0.1914 6.2952 0.2204
98 H -1.4298 7.1825 -1.4259
99 H -2.0140 5.8380 -3.4179
100 H -1.0082 3.6382 -3.7663
101 H 2.8617 4.1505 -2.4952
102 H 5.1826 4.4260 -1.7432
103 H 6.2282 2.7244 -0.2840
104 H 4.9210 0.7483 0.4397
105 H 2.5952 0.4722 -0.3068
106 H 2.0145 -0.7920 -4.9244
107 H 0.3801 -1.3150 -5.2310
108 H -0.1739 -4.2095 -2.0885
109 H 0.1569 -6.5492 -2.7918
110 H 1.5293 -7.0553 -4.7894
111 H 2.5621 -5.2053 -6.0660
112 H 2.2364 -2.8913 -5.3744
113 H 1.2866 -1.9579 -0.2452
114 H 3.3660 -2.3968 1.0291
115 H 5.5610 -2.2270 -0.0879
116 H 5.6798 -1.6446 -2.4898
117 H 3.6169 -1.2918 -3.7757
118 S -3.4274 1.3030 -3.3779
119 C -2.2417 0.9229 -2.4809

These are the Mulliken partial charges, in e, on atoms 1 to 4: number 1, Pt, carries 3.444; number 2, C, carries -0.775; number 3, S, carries -0.109; number 4, C, carries -1.166



Question: What is the formula in the sixth record?
Answer: C4H10O2



Question: The highest E belongs to which entry?
Answer: C4H10O2